(i)
The following is a DFT calculation (ωB97M-V/def2-TZVPD) of a structure of composition C38H42Cl2N4O3RuS2.

## Properties
2S+1 = 5
E_HOMO (alpha / beta) = -12.472 / -13.338 eV
charge = +2
<S²> = 6.06

Each line ends with the Mulliken spin population.
Positions of all 92 atoms, in Å:
1 Ru 0.726 1.763 -0.422  2.711
2 S 1.108 1.665 1.960  0.001
3 C 0.373 0.252 2.516  0.000
4 N 0.500 -0.158 3.766  0.046
5 C -0.101 -1.423 4.193  0.000
6 C -1.453 -1.555 3.550  -0.005
7 N -1.303 -1.446 2.099  0.052
8 C -2.167 -2.333 1.307  0.015
9 C -1.715 -3.768 1.431  -0.002
10 C -0.441 -4.135 1.005  0.003
11 C -0.016 -5.447 1.137  0.003
12 C -0.862 -6.401 1.690  0.000
13 C -2.132 -6.041 2.110  0.000
14 C -2.557 -4.724 1.984  0.000
15 C -0.439 -0.599 1.573  0.021
16 S -0.220 -0.450 -0.095  0.029
17 C 1.344 0.516 4.769  0.005
18 C 2.453 -0.400 5.220  -0.006
19 C 3.467 -0.738 4.328  0.001
20 C 4.482 -1.594 4.722  0.001
21 C 4.493 -2.113 6.011  0.000
22 C 3.488 -1.775 6.903  0.000
23 C 2.467 -0.921 6.507  0.001
24 H -0.188 -1.409 5.277  0.000
25 H 0.553 -2.255 3.916  0.002
26 H -2.140 -0.780 3.901  0.002
27 H -1.879 -2.532 3.771  0.000
28 H -2.154 -1.987 0.276  -0.012
29 H -3.180 -2.219 1.700  0.001
30 H 0.214 -3.395 0.560  -0.003
31 H 0.972 -5.730 0.801  0.000
32 H -0.530 -7.425 1.790  0.000
33 H -2.795 -6.781 2.538  0.000
34 H -3.552 -4.445 2.314  0.000
35 H 0.697 0.788 5.605  0.001
36 H 1.736 1.427 4.326  0.004
37 H 3.465 -0.318 3.328  0.001
38 H 5.274 -1.849 4.030  0.000
39 H 5.291 -2.775 6.320  0.000
40 H 3.500 -2.170 7.910  0.000
41 H 1.690 -0.647 7.211  0.000
42 C 1.218 6.073 -0.063  0.018
43 C 1.504 4.607 -0.423  -0.014
44 C 1.942 4.511 -1.884  0.010
45 C 0.258 3.786 -0.131  0.028
46 H 2.096 6.689 -0.264  0.002
47 H 0.959 6.182 0.990  -0.002
48 H 0.391 6.459 -0.662  -0.001
49 H 2.320 4.259 0.217  0.001
50 H 1.124 4.810 -2.546  0.001
51 H 2.265 3.504 -2.155  -0.008
52 H 2.782 5.182 -2.069  0.002
53 H -0.557 4.003 -0.822  0.004
54 H -0.076 3.897 0.900  -0.008
55 C 5.323 1.103 -0.320  0.005
56 C 3.898 0.904 -0.747  -0.003
57 N 3.623 -0.131 -1.547  0.005
58 O 3.028 1.699 -0.363  0.046
59 H 5.919 0.198 -0.424  0.001
60 H 5.349 1.453 0.708  0.000
61 H 5.759 1.882 -0.948  0.001
62 H 4.368 -0.704 -1.901  0.000
63 H 2.737 -0.140 -2.033  0.001
64 Cl -2.922 -1.697 -2.754  0.008
65 C -4.096 -0.433 -2.674  0.074
66 C -5.277 -0.682 -2.003  -0.037
67 C -6.188 0.346 -1.790  0.072
68 C -5.912 1.637 -2.217  -0.033
69 C -4.739 1.885 -2.895  0.068
70 Cl -4.383 3.482 -3.439  0.012
71 C -3.823 0.853 -3.181  -0.030
72 N -2.671 1.184 -3.876  0.335
73 C -2.075 0.483 -4.865  0.131
74 C -2.787 -0.517 -5.573  0.133
75 C -2.156 -1.223 -6.559  -0.017
76 C -0.812 -0.952 -6.856  0.206
77 C -0.119 0.058 -6.186  -0.053
78 C -0.730 0.809 -5.207  0.147
79 C -0.015 1.939 -4.527  -0.004
80 C 0.291 1.666 -3.060  -0.007
81 O -0.518 2.106 -2.190  0.007
82 O 1.330 1.066 -2.730  0.053
83 H -5.470 -1.679 -1.634  0.000
84 H -7.114 0.140 -1.272  0.004
85 H -6.605 2.446 -2.040  0.000
86 H -2.298 2.109 -3.664  -0.044
87 H -3.830 -0.691 -5.346  0.000
88 H -2.698 -1.975 -7.113  0.002
89 H -0.313 -1.513 -7.635  0.002
90 H 0.906 0.277 -6.452  0.001
91 H -0.605 2.858 -4.582  0.009
92 H 0.931 2.118 -5.033  0.001

---

(ii)
The following is a DFT calculation (ωB97M-V/def2-TZVPD) of a structure of composition C38H42Cl2N4O3RuS2.

## Properties
2S+1 = 5
E_HOMO (alpha / beta) = -12.603 / -13.366 eV
charge = +2
<S²> = 6.06

Each line ends with the Mulliken spin population.
Positions of all 92 atoms, in Å:
1 Ru 0.626 -1.633 0.239  2.661
2 S 1.483 0.120 1.886  0.118
3 C 0.636 1.339 1.114  0.033
4 N 1.118 2.529 0.838  0.037
5 C 0.248 3.575 0.303  -0.002
6 C -1.074 3.496 1.013  -0.001
7 N -1.625 2.153 0.792  0.020
8 C -3.098 2.069 0.746  0.003
9 C -3.688 2.308 2.113  -0.001
10 C -4.631 3.311 2.285  0.000
11 C -5.186 3.543 3.538  0.000
12 C -4.787 2.777 4.620  0.000
13 C -3.838 1.776 4.454  0.000
14 C -3.290 1.539 3.204  0.002
15 C -0.840 1.102 0.770  0.004
16 S -1.412 -0.451 0.441  0.025
17 C 2.531 2.910 1.082  0.013
18 C 2.623 3.959 2.155  -0.004
19 C 2.426 3.599 3.487  0.006
20 C 2.479 4.560 4.483  0.004
21 C 2.735 5.886 4.157  0.000
22 C 2.940 6.250 2.835  0.000
23 C 2.883 5.286 1.836  -0.001
24 H 0.130 3.438 -0.776  0.001
25 H 0.723 4.535 0.488  0.000
26 H -1.782 4.213 0.602  0.000
27 H -0.974 3.687 2.084  0.001
28 H -3.366 1.099 0.331  0.004
29 H -3.435 2.841 0.054  0.003
30 H -4.942 3.914 1.440  0.000
31 H -5.925 4.323 3.664  0.000
32 H -5.214 2.958 5.597  0.000
33 H -3.531 1.176 5.300  0.000
34 H -2.561 0.745 3.080  -0.003
35 H 2.931 3.262 0.129  0.001
36 H 3.056 2.001 1.358  -0.007
37 H 2.238 2.562 3.743  -0.006
38 H 2.334 4.275 5.517  0.000
39 H 2.785 6.634 4.937  0.000
40 H 3.151 7.279 2.582  0.000
41 H 3.065 5.568 0.805  0.000
42 C -0.740 -5.454 1.887  0.002
43 C 0.196 -4.497 1.144  0.013
44 C 0.269 -4.889 -0.330  0.032
45 C -0.292 -3.065 1.369  -0.035
46 H -0.432 -6.491 1.741  0.000
47 H -1.763 -5.356 1.515  0.000
48 H -0.753 -5.259 2.959  -0.001
49 H 1.191 -4.603 1.581  0.000
50 H -0.731 -5.071 -0.732  -0.004
51 H 0.836 -5.814 -0.450  0.005
52 H 0.755 -4.137 -0.960  0.000
53 H -0.121 -2.718 2.394  0.019
54 H -1.367 -3.025 1.170  -0.014
55 C 4.734 -2.549 0.027  0.005
56 C 3.577 -2.812 0.936  -0.010
57 N 3.834 -3.302 2.148  0.001
58 O 2.400 -2.626 0.584  0.017
59 H 5.616 -2.247 0.589  0.001
60 H 4.454 -1.780 -0.686  -0.001
61 H 4.971 -3.474 -0.504  0.000
62 H 4.777 -3.473 2.453  0.000
63 H 3.075 -3.511 2.777  0.000
64 Cl -1.578 1.713 -5.200  0.011
65 C -2.466 0.529 -4.311  0.062
66 C -3.813 0.715 -4.084  -0.037
67 C -4.515 -0.243 -3.364  0.078
68 C -3.866 -1.349 -2.838  -0.036
69 C -2.513 -1.533 -3.061  0.074
70 Cl -1.726 -2.817 -2.218  0.025
71 C -1.797 -0.620 -3.850  -0.023
72 N -0.440 -0.729 -4.119  0.357
73 C 0.297 -1.837 -4.360  0.109
74 C -0.310 -2.985 -4.924  0.125
75 C 0.451 -4.087 -5.198  -0.024
76 C 1.820 -4.067 -4.907  0.189
77 C 2.423 -2.932 -4.366  -0.067
78 C 1.696 -1.790 -4.097  0.178
79 C 2.356 -0.594 -3.477  -0.015
80 C 2.015 -0.414 -1.991  -0.014
81 O 2.934 -0.252 -1.202  0.019
82 O 0.766 -0.480 -1.658  0.057
83 H -4.305 1.592 -4.478  0.000
84 H -5.576 -0.116 -3.198  0.004
85 H -4.399 -2.068 -2.232  0.001
86 H 0.054 0.157 -4.126  -0.037
87 H -1.363 -2.954 -5.169  0.000
88 H 0.004 -4.959 -5.654  0.002
89 H 2.426 -4.937 -5.121  0.002
90 H 3.486 -2.940 -4.163  0.001
91 H 2.079 0.327 -4.005  0.009
92 H 3.435 -0.690 -3.563  0.003

---

Of all the structures shown, which is most stable? (i), and (ii) is the least stable.